Record 1
155
Properties=species:S:1:pos:R:3:forces:R:3 method="wB97M-V/def2-TZVPD" charge=+1 lumo_energy_ev=-4.6 gap_ev=4.9 homo_energy_ev=-9.5
C 2.03285 4.13541 -1.91002 -4.38 -5.11 1.53
H 0.01052 -3.47316 -4.02609 1.96 -0.37 1.92
O 1.79309 1.77034 1.16888 -0.35 1.51 -4.46
Cl 0.63648 -9.89200 -2.37240 0.00 0.04 0.05
H 3.95932 3.17961 2.30726 -0.56 1.60 -0.32
C -1.85750 1.33969 -0.21402 -0.94 -0.61 -0.28
C -6.12646 -0.00052 6.69608 -0.23 -0.32 0.19
C -3.16069 0.14112 3.13496 -1.30 0.78 -0.25
C 4.34661 10.07454 0.95427 0.00 0.42 0.34
H -6.99560 -0.23782 6.07394 0.28 0.03 0.05
O 0.63754 4.67780 -4.60781 -3.15 -4.24 4.15
H 1.32754 -2.40917 -6.64046 -0.27 -0.01 -0.07
C -5.26173 -1.22669 6.94021 -0.05 0.12 0.29
H -10.57520 -4.95562 6.10954 0.13 -0.11 -0.13
H 8.45209 8.39331 -7.27559 -0.03 0.20 0.07
C -2.03144 -2.85853 2.90054 4.56 0.77 -1.20
Cl 7.93278 11.47198 -5.28212 0.03 0.04 0.01
H -0.54752 -6.33207 0.52611 2.39 0.22 0.75
H 2.55768 5.65946 -6.07391 0.10 0.18 -0.06
Cl -1.65147 -8.35256 -0.34738 -0.18 -0.32 0.03
C 1.25932 -4.79865 0.69129 0.75 -0.06 1.23
H 3.81613 6.60953 0.81699 0.20 -0.68 -1.79
H -0.89005 -3.03166 -0.86738 -0.56 -1.95 -0.89
H 3.57594 -2.52406 6.87813 0.06 -0.01 -0.19
H -9.71244 -5.22822 -0.71283 0.13 -0.13 0.19
C 8.74457 9.21503 -6.61495 -0.26 -0.14 0.09
Cl -6.92084 -6.02059 -0.55408 0.07 0.00 -0.03
C -1.97298 -9.60176 -1.57563 -0.16 -0.29 -0.25
C -1.28963 -1.42481 3.19802 1.56 -1.61 -1.59
H -3.77044 -0.69950 2.59612 1.53 1.31 1.19
H -6.65889 -3.86116 0.87112 0.11 0.32 0.14
Cl 4.41136 8.82002 -0.30867 0.02 0.29 0.02
C 0.39558 -1.92733 -6.95364 0.29 0.13 -0.26
C 9.52568 11.54315 1.69076 0.14 0.37 -0.03
C -1.04289 -3.99490 -1.51328 0.20 0.54 -1.15
C 0.28139 -6.10991 -2.51565 -1.44 0.76 0.96
C 0.39836 -3.64895 1.54158 -1.57 1.54 1.06
C 4.70200 -2.26741 5.06009 -0.06 0.16 0.29
H 9.64810 11.84459 0.64532 -0.14 -0.09 0.24
Cl -5.22164 1.31353 5.90387 -0.07 0.09 0.09
Cl 7.04322 12.70882 1.60199 0.03 0.18 -0.10
F -1.73007 3.78521 -3.79985 3.56 -0.89 0.52
H -2.70874 0.58382 -0.56359 1.85 1.49 0.42
H 4.44280 11.03943 0.44735 0.10 -0.17 0.11
N 0.50741 2.11614 -1.15829 4.88 4.52 0.57
P 3.87224 4.36576 0.28898 3.91 1.59 1.52
H 1.68618 -4.34149 -3.84616 -1.58 1.54 1.06
Cl -6.83828 -0.27921 1.79810 0.11 0.13 0.08
H 2.47959 -4.73325 2.62769 0.76 -0.57 -2.11
H 6.68866 9.71553 -6.21261 0.30 0.02 -0.03
H 1.31031 -6.64107 -2.68313 -2.06 1.03 0.23
H 1.48358 -2.68386 -2.97352 -1.49 -1.71 -0.62
C 2.72548 -4.88926 1.49303 -1.00 1.03 -0.02
H -1.76978 -4.78824 -1.05176 1.59 1.58 -0.48
H -4.33883 -0.96990 7.46997 -0.18 0.01 -0.21
H -8.42482 -6.32041 5.92987 -0.18 0.00 -0.23
H -5.80991 -1.95371 7.54696 0.00 0.17 -0.14
H -2.26157 2.41613 -0.43405 0.88 -1.75 0.49
C 0.57366 -6.27699 0.86073 1.02 0.07 0.25
H -0.38405 -6.03279 -3.49632 1.68 -0.29 1.84
H 7.42914 10.72492 -7.46589 0.15 -0.08 0.22
H 3.26429 -5.90766 1.28708 -0.95 2.07 0.32
H 0.78244 -0.07152 2.93481 -1.54 -2.24 -0.27
C -2.84787 1.30360 2.02205 -1.44 0.14 -0.15
H -0.58570 -11.03307 -0.70303 -0.04 0.20 -0.20
C 0.77432 3.13908 -2.25095 3.18 2.42 2.43
Cl -8.90398 -7.40037 3.88422 0.03 -0.01 -0.03
C -6.89935 -1.72367 0.75778 -0.03 -0.39 -0.22
H -8.68949 -7.55983 -0.52253 0.00 0.20 0.06
C 5.45849 9.91555 1.97862 -0.04 0.31 -0.31
H -3.90435 0.63226 3.92903 1.80 -1.11 -1.85
H 9.06021 13.47584 2.51971 -0.05 -0.18 -0.10
Cl -9.30763 -4.03698 4.36377 0.05 0.22 0.80
C 0.88938 -3.65899 -3.27650 1.13 -1.31 0.12
N 3.68306 4.18105 2.08761 -1.91 -0.34 -2.63
H 2.60688 -4.91792 -1.20678 -2.21 0.98 0.85
C -8.39701 -6.73810 0.13811 -0.37 -0.20 0.16
H 2.21987 -1.95425 1.54836 -2.30 -0.79 0.69
C 1.12722 -2.21759 1.87440 -4.98 -0.43 1.71
H 3.35084 -3.93999 1.14881 -0.98 -2.24 0.71
H -2.89559 -10.10901 -1.27787 0.20 0.02 -0.01
H 5.46864 10.77681 2.65338 -0.11 -0.24 -0.16
H -0.40659 -6.68484 -1.72697 1.91 0.99 -1.88
H -10.45292 -6.23760 0.54045 0.22 0.02 0.02
H -11.08159 -5.58833 4.53384 0.27 0.03 0.05
H 4.16018 -1.40480 4.65870 0.02 -0.28 0.06
H 0.72562 -6.58436 2.00218 -0.68 0.66 -2.43
H 2.65895 4.33377 2.30865 1.51 -0.39 0.30
H -8.14302 -7.16166 1.11529 -0.02 0.23 -0.21
C -1.15248 -3.99304 2.05674 1.32 4.26 1.10
H 2.02134 8.04604 -6.14091 0.18 -0.10 0.00
Cl -4.81799 -2.04986 5.42432 -0.05 0.05 -0.05
C 1.57646 2.44760 -0.12618 -0.27 0.23 -1.06
Cl 5.32573 -3.21612 3.68753 -0.05 0.02 -0.06
H -3.76129 1.28333 1.25502 1.63 0.13 1.85
H -0.04250 -0.00109 -0.93395 -1.13 2.31 -0.32
C -9.34772 -6.57720 5.40012 -0.11 0.18 0.33
C 1.61908 -4.35760 -0.84035 -0.23 0.25 0.08
H -9.89590 -7.30421 6.00686 0.01 0.15 -0.15
Cl -4.74123 -2.98079 1.89380 -0.65 0.00 -0.49
H -2.15511 -9.09962 -2.53115 0.16 -0.06 0.22
O 3.93826 6.10491 -0.06274 -1.71 -3.09 2.82
H -1.56356 -3.63076 -2.52403 1.01 -0.86 2.17
H -0.98135 -1.93917 -8.63832 0.19 -0.14 0.15
C -10.21245 -5.35103 5.15598 -0.16 -0.23 0.14
H 2.85962 7.64597 -7.64925 0.14 -0.03 0.26
C -0.56030 1.04120 -1.17905 -0.88 -1.56 0.00
H 6.44067 9.84799 1.49999 -0.41 -0.05 0.14
O 0.20070 2.18082 -4.80219 -2.05 4.46 4.57
H 0.73391 -1.94774 -9.08067 -0.05 -0.06 0.20
O -1.99363 -0.32248 3.90128 0.34 -2.16 -2.81
O -1.63474 1.08924 1.21807 -0.49 0.65 -1.36
C 0.00229 -2.33397 -8.36461 0.00 0.25 -0.01
C 3.82492 -3.09962 5.98150 0.19 0.04 0.15
H 1.22363 -7.05091 0.23989 -1.52 1.62 1.13
H 3.59331 6.47180 -4.88767 0.05 0.11 -0.25
Cl -0.03579 -4.10290 -8.56922 -0.03 0.03 0.05
H 0.54057 -0.84388 -6.90535 -0.10 -0.16 -0.06
Cl 8.93738 9.86199 1.71619 0.12 -0.04 -0.01
H -7.03879 -3.10908 2.42986 0.26 0.12 -0.18
C 0.43237 -4.56250 -1.94420 0.18 0.52 -1.61
C -9.53030 -5.73035 0.24269 -0.05 -0.16 -0.38
Cl 4.80102 5.67634 -6.75616 0.04 0.03 0.06
C -6.47800 -2.98280 1.49800 -0.38 0.02 -0.18
Cl 4.16489 8.99399 -6.21408 -0.05 -0.02 0.00
H -6.48921 0.39489 7.64964 0.15 -0.08 -0.13
H -6.26685 -1.53953 -0.11650 -0.05 -0.04 0.26
Cl 10.22073 9.93255 -7.30715 0.01 0.02 0.04
H -2.83401 2.34860 2.55427 0.27 -1.87 -1.15
H 2.45415 4.99086 -2.59110 -0.77 -1.85 1.79
H 1.92391 -3.20442 -0.79937 -0.76 -2.35 -0.09
N 2.47944 3.61461 -0.55772 -5.93 -1.87 -2.44
H -3.14541 -3.08354 3.26583 3.29 0.63 -0.57
Cl 2.28259 -3.55268 5.21441 0.02 0.03 -0.01
H 3.35802 10.03407 1.42312 0.24 -0.08 -0.10
C -0.83968 -10.60951 -1.68021 -0.23 -0.14 0.12
H 8.39088 12.12717 3.45297 0.01 -0.01 -0.28
C 7.61128 10.22279 -6.51037 -0.10 -0.26 -0.20
H 2.09419 0.82070 1.05056 -0.66 1.16 -0.28
H 5.57215 -1.89608 5.60979 -0.15 -0.14 -0.04
Cl -0.86419 -2.33251 -5.76123 -0.36 0.29 -0.46
S -0.05168 3.44594 -3.90466 3.28 -0.41 -7.17
H 10.51355 11.54009 2.16119 -0.22 0.02 0.00
C 8.59903 12.48681 2.44022 0.39 -0.05 0.21
Cl -9.20880 -4.48115 1.47094 -0.33 -0.36 -0.69
H 8.99855 8.79147 -5.63777 -0.04 0.21 -0.19
H -7.93319 -1.82287 0.41352 0.17 -0.07 0.15
Cl 5.23726 8.46812 2.99276 -0.09 -0.26 -0.02
H -1.71061 -5.00215 1.82981 1.52 2.23 0.43
C 0.25559 -1.10182 2.70799 -1.14 -3.60 -1.15
C 3.37317 6.37943 -5.95622 -0.30 0.05 0.04
C 2.97512 7.71523 -6.56289 -0.25 -0.22 -0.04
H 4.32985 -4.01811 6.29733 -0.08 0.20 -0.18
H -1.13216 -11.43124 -2.34085 -0.02 0.20 0.07
H -0.93579 0.97274 -2.30701 0.85 0.28 2.47

Record 2
137
Properties=species:S:1:pos:R:3:forces:R:3 method="wB97M-V/def2-TZVPD" charge=+1 lumo_energy_ev=-2.6 gap_ev=9.9 homo_energy_ev=-12.5
H -2.74075 -0.54408 -8.90327 0.02 -0.05 0.05
C -10.45032 5.40288 -0.63338 0.00 -0.07 -0.05
H -1.82738 -2.67137 -9.75168 0.13 -0.05 0.01
H -3.91786 5.68850 -4.42001 -0.11 0.08 -0.03
S -0.11957 4.98113 2.21995 2.91 3.24 0.51
H 3.54527 -3.38527 -7.62217 0.13 0.01 -0.02
H -3.24744 6.36665 -2.09226 -0.04 -0.02 -0.02
H 2.78827 -6.52897 2.42564 -0.07 0.05 -0.08
C -6.51375 6.91271 -2.57770 -0.40 0.21 0.20
C -3.97179 0.58303 6.07216 0.07 -0.05 0.02
H 4.65202 -0.11990 -0.46451 -0.06 0.00 -0.01
H -8.90006 5.39755 1.70218 -0.06 -0.07 0.03
H -3.08467 0.41051 6.68439 -0.05 -0.03 -0.04
C -5.15277 0.98370 6.94993 0.30 -0.04 0.02
C -0.96328 0.52754 0.03149 0.19 -0.06 -2.43
H 3.02774 -3.98869 -5.23866 0.04 0.04 0.04
H 4.07285 -1.79325 -7.10047 0.04 -0.11 -0.05
C -5.49028 6.94487 -3.65930 -0.39 -0.27 0.42
H 0.31393 2.74970 0.46339 -0.71 0.00 0.81
H 2.12524 -2.56907 -5.78059 0.08 -0.04 0.06
H 3.13640 -4.82672 2.73402 -0.12 -0.07 -0.09
H 4.02247 0.14887 -2.10012 0.07 -0.01 0.01
H -0.73315 -1.34535 -10.11855 0.05 -0.12 0.02
C 3.12204 -2.94811 -5.56388 -0.05 -0.16 0.07
O -4.55609 2.74632 -0.49799 0.11 -0.06 0.38
H 9.33608 -0.67122 1.10278 -0.05 -0.09 -0.08
H -4.52201 1.79682 -0.69240 -0.02 0.45 0.13
N 1.71653 -0.98339 -7.56330 -0.98 -0.63 -0.59
C 6.09771 -2.64169 -5.47414 0.41 0.06 0.27
H 5.06082 -4.89818 1.15914 -0.04 0.03 0.13
C 0.96033 -1.73554 -8.01353 0.37 0.18 0.16
C -2.96085 1.87073 1.76817 0.80 1.11 1.75
H 3.51792 -2.36197 -4.73077 0.07 -0.04 -0.05
C 4.65528 -5.82869 1.56762 0.19 -0.21 -0.21
C 4.54653 -0.56442 -1.45807 0.07 -0.01 0.01
C 8.26832 -0.70024 0.87088 -0.03 0.33 0.07
H 5.48785 -4.37869 7.45489 -0.13 -0.01 -0.08
H -2.49448 1.73248 2.79592 -0.57 0.02 -0.84
H -0.20257 0.53661 -0.79065 -0.68 -0.59 0.57
C 7.52566 0.21949 1.83424 0.03 0.06 0.01
H 4.36397 -2.58801 -0.76480 -0.16 -0.08 -0.03
H -11.62837 6.47861 0.80105 0.08 0.01 0.11
H 1.79261 -1.09529 -1.53115 0.05 0.07 0.08
C 4.82121 -6.93799 0.53359 0.07 0.01 -0.02
N 8.10772 -3.14362 3.35140 -0.17 0.45 -1.02
H -5.28210 4.79732 -3.76035 -0.02 0.10 -0.06
C -5.17195 2.94395 0.78544 -0.33 0.23 0.21
C -0.33523 2.39372 1.31071 -0.71 1.31 -0.39
N -0.14229 0.90479 1.25403 0.12 0.22 -0.47
C -4.18180 2.84959 2.00443 -0.33 -1.27 0.41
N 6.62383 -2.05272 -4.62792 -0.63 -0.56 -0.76
H -2.19238 3.45466 0.40956 0.79 -0.69 0.73
N -7.30682 6.86945 -1.73629 0.82 -0.01 -0.76
H 7.38170 -4.46375 5.83609 -0.06 -0.02 0.07
C 7.76768 -2.14588 0.92287 0.31 -0.04 0.57
C 5.41869 -3.39731 -6.56354 0.07 0.44 0.36
C -1.92994 -1.03690 -8.36425 -0.04 0.03 -0.01
H -3.72288 1.36732 5.35210 -0.08 0.00 0.00
C -4.64401 5.67114 -3.60352 0.22 -0.20 0.12
H -0.58595 2.93050 3.48873 0.54 0.33 -0.86
O 0.29795 5.78891 3.39147 -1.23 -2.27 -1.97
C 2.38103 -1.21391 0.49876 -0.16 0.08 0.45
H 6.76332 -7.45761 5.63746 0.02 0.02 -0.04
C 3.19937 -5.61629 1.98823 -0.20 0.23 -0.78
H 3.78317 -2.33313 -2.40386 -0.11 -0.06 0.11
H -5.32461 0.20321 7.69449 -0.10 0.07 -0.04
C -1.14445 -1.94602 -9.30316 -0.26 0.21 -0.01
C -6.44110 1.20110 6.15198 0.27 0.50 -0.21
C -1.82877 2.48150 0.84045 -2.03 -0.58 -1.20
N -6.09741 3.14541 4.38850 -0.25 -0.84 1.01
C 2.37991 -5.23138 0.80633 -0.38 0.02 -0.24
N 4.05992 -4.51157 4.62537 0.74 -0.20 1.17
H -3.83926 3.85273 2.38143 -0.17 -0.90 -0.57
H 1.13695 2.97920 2.90054 -0.93 0.60 -0.39
H -10.06161 6.25028 2.72563 0.02 -0.14 0.04
H 8.15060 -0.32102 -0.14727 0.03 -0.14 -0.01
H -0.41332 -3.32752 -7.79601 0.09 0.06 0.02
H 5.37303 -4.45299 -6.28650 0.09 0.06 0.07
H -10.07085 7.21538 0.44986 0.02 -0.05 0.11
H 6.45246 0.22457 1.62310 0.03 0.00 0.04
C 4.69800 -4.80639 5.54448 -0.38 0.14 -0.17
H -10.86854 5.92772 -1.49402 0.08 -0.01 0.03
N -11.19344 3.30765 2.37150 0.54 0.99 -0.26
C 5.54135 -5.17822 6.71363 -0.08 0.19 -0.53
H -0.38453 0.34849 2.08519 0.22 0.40 -0.18
H 5.87597 -7.07310 0.28698 -0.05 -0.04 0.03
H -10.99424 4.46077 -0.53200 0.02 0.03 0.07
C 3.80684 -1.89684 -1.40319 0.39 0.22 -0.09
H -6.72533 0.28820 5.62400 -0.02 0.10 -0.05
C -6.24982 2.29395 5.15857 -0.27 0.33 -0.33
H 8.18344 -6.64238 4.96910 -0.06 -0.01 0.02
H -4.86491 7.83103 -3.53123 -0.09 -0.01 0.06
H 0.84204 0.76223 0.97084 -0.24 -0.68 0.92
H 7.60231 -5.62583 7.13705 -0.13 0.07 0.05
H 4.29801 -6.70323 -0.39631 -0.04 -0.02 0.06
H -1.47238 5.26805 2.02400 0.68 -0.81 0.13
C 7.95823 -2.70837 2.28960 -0.07 -0.40 0.31
H -5.61562 3.97685 0.77730 0.30 -1.07 -0.08
C 4.01106 -2.84014 -6.79764 -0.16 0.10 0.19
H -4.76897 2.39925 2.86693 0.79 0.76 -1.15
H 1.88142 -2.73811 -0.87756 -0.04 0.07 0.17
C -9.96301 5.59491 1.85819 -0.49 -0.39 -0.04
H 7.66969 -0.08561 2.87285 -0.04 -0.04 -0.05
O -1.85604 1.59926 -0.33816 1.92 -0.71 1.76
H -4.89762 1.89641 7.49456 -0.12 -0.05 0.00
H -5.99374 7.02351 -4.62455 -0.08 0.08 0.12
H 7.89420 1.24270 1.74250 -0.05 -0.04 -0.01
H 5.24547 -6.07443 2.45270 -0.13 0.13 0.04
H -4.18740 -0.33589 5.51991 0.02 0.04 0.01
H -7.25916 1.47252 6.82146 -0.02 0.05 -0.15
H -3.29662 4.60869 -2.28968 -0.03 0.04 0.02
C -0.01458 -2.69966 -8.59621 0.30 0.55 0.04
H -9.40382 5.17555 -0.85023 -0.06 0.05 -0.03
H -1.29749 -0.25315 -7.94155 0.01 -0.07 0.00
C -10.65457 4.30728 2.14772 -0.04 -0.40 0.30
H 5.55163 -0.70547 -1.85899 -0.08 0.03 -0.07
H 6.70692 -2.19383 0.66495 0.02 -0.05 0.09
H -6.00640 2.19685 0.88028 0.71 0.75 0.21
H 8.31757 -2.76170 0.20866 -0.06 -0.07 0.10
N 2.40298 -0.79091 1.58094 -0.29 -0.21 -1.31
C 7.13474 -6.50935 5.23892 0.04 -0.05 0.02
C 0.06929 3.17662 2.60696 -0.75 -0.83 -0.11
H 4.43710 -7.88828 0.91320 0.02 0.03 -0.04
H -3.28074 0.83945 1.45361 0.31 1.13 -0.06
C 2.37226 -1.76183 -0.88642 0.22 -0.02 0.47
H -1.44350 -0.48405 0.11817 0.38 1.09 0.26
H 0.50871 -3.34563 -9.30384 0.08 0.04 0.11
H -2.36737 -1.60768 -7.54063 0.01 0.04 -0.03
H 6.58950 -6.28581 4.31932 0.00 0.02 0.06
H 6.01426 -3.31261 -7.47434 0.08 0.00 0.12
C -10.57229 6.25975 0.62086 -0.08 0.03 -0.33
C 6.98937 -5.39010 6.26378 0.30 -0.07 -0.21
C -3.90647 5.51383 -2.27947 0.13 -0.02 0.04
N 1.75751 -4.92672 -0.12231 0.64 -0.18 0.91
H 5.14148 -6.08751 7.16802 -0.09 0.05 -0.09
O 0.59979 5.26955 0.96017 -1.69 -1.31 1.78
H -4.60262 5.42605 -1.44293 0.01 0.02 -0.05